No. 1
Computed, not measured: C4H4O in the gas phase, with wB97M-V/def2-TZVPD.

The calculation puts the frontier orbital gap at 0.357 Eh. As for the structure (SMILES): C=C=C1CO1.

XYZ file:
```
9
Properties=species:S:1:pos:R:3:forces:R:3:lowdin_charge:R:1
C -0.38885 -0.87361 -1.72559 -0.03 0.04 -0.06 0.00
C -0.75817 -0.18260 -0.67425 0.51 0.00 0.03 -0.03
C -0.36233 0.48660 0.36400 0.07 -0.29 -0.07 -0.33
C 0.52200 0.54805 1.48518 0.17 -0.15 0.26 -0.03
O -0.55491 1.51446 1.21675 -0.14 0.13 -0.05 0.05
H 0.54688 -0.57931 -2.19065 -0.25 0.10 -0.51 0.06
H -0.90620 -1.73596 -2.12880 -0.02 0.00 0.17 0.05
H 0.38509 -0.14761 2.30519 -0.14 0.31 0.19 0.11
H 1.51651 0.96998 1.34817 -0.15 -0.14 0.03 0.12
```
Forces are in eV/Å.

---

No. 2
Computed, not measured: C4H4O as an isolated structure, with wB97M-V/def2-TZVPD.

The calculation puts the frontier orbital gap at 0.314 Eh.

XYZ file:
```
9
Properties=species:S:1:pos:R:3:forces:R:3:lowdin_charge:R:1
C -1.43922 0.26373 0.11971 2.25 -2.03 0.79 -0.17
C 0.74358 0.02228 -0.65205 2.11 -0.42 -1.53 -0.20
C 0.15903 -0.94634 0.23394 -1.64 0.30 0.57 -0.09
C -0.14650 0.59273 0.45258 1.16 1.21 0.32 -0.23
O -2.48106 -0.13118 -0.13780 -1.80 0.81 -0.23 0.21
H 1.88046 0.15617 -0.56572 -1.66 0.54 0.02 0.12
H 0.38544 0.17437 -1.72945 0.52 -0.44 1.55 0.12
H 0.55288 -1.44936 1.14064 0.11 0.43 -1.03 0.09
H 0.34540 1.31759 1.13816 -1.06 -0.40 -0.46 0.15
```
Forces are in eV/Å.

---

No. 3
Computed, not measured: C4H4O in the gas phase, with wB97M-V/def2-TZVPD.

The calculation puts the frontier orbital gap at 0.394 Eh. As for the structure (SMILES): CC#CC=O.

XYZ file:
```
9
Properties=species:S:1:pos:R:3:forces:R:3:lowdin_charge:R:1
C 0.33895 1.02111 1.45902 0.06 0.07 0.04 -0.09
C -0.01005 0.26355 0.26847 0.08 -0.16 -0.49 -0.06
C -0.17190 -0.31837 -0.77617 0.05 0.15 0.51 0.03
C -0.42446 -1.28070 -1.82242 0.07 -0.09 -0.28 -0.30
O 0.04706 -1.26779 -2.93532 -0.22 0.05 0.47 0.05
H 1.33329 1.44571 1.30429 -0.08 0.07 0.18 0.09
H 0.35841 0.38265 2.34757 -0.04 0.09 -0.15 0.08
H -0.37150 1.83524 1.62574 0.08 -0.10 -0.01 0.08
H -1.09981 -2.08141 -1.47117 0.00 -0.09 -0.26 0.12
```
Forces are in eV/Å.

---

No. 4
Computed, not measured: a 2-piece molecular cluster, C4H4O overall, with wB97M-V/def2-TZVPD.

The calculation puts the frontier orbital gap at 0.379 Eh. As for the structure (SMILES): C=C=O.C#C.

XYZ file:
```
9
Properties=species:S:1:pos:R:3:forces:R:3:lowdin_charge:R:1
C 2.23091 -0.52600 0.35229 0.13 -3.20 -0.48 -0.01
C 1.33776 0.34439 0.00597 -0.47 2.84 -1.06 -0.31
O 0.73914 1.25087 -0.43211 0.24 -1.28 0.70 0.14
H 2.63475 -0.62314 1.35957 -0.17 0.18 -0.43 0.06
H 2.19003 -1.45187 -0.33690 0.35 1.53 1.26 0.10
C -2.20019 -0.32314 -0.10024 0.42 -0.13 -0.24 0.00
C -2.40442 0.78884 -0.45174 -0.78 0.88 0.30 0.00
H -1.76483 -1.23052 0.11019 0.33 -1.56 0.40 0.00
H -2.76315 1.77057 -0.50702 -0.06 0.75 -0.44 0.01
```
Forces are in eV/Å.

---

No. 5
Computed, not measured: C4H4O in the gas phase, with wB97M-V/def2-TZVPD.

The calculation puts the frontier orbital gap at 0.409 Eh. As for the structure (SMILES): C#C[C@@H]1CO1.

XYZ file:
```
9
Properties=species:S:1:pos:R:3:forces:R:3:lowdin_charge:R:1
C 0.74099 -1.69364 -1.31742 -0.06 0.49 0.75 0.12
C 0.36838 -0.92740 -0.44691 0.67 -1.28 -1.24 -0.08
C -0.10384 -0.06817 0.61646 -0.65 0.19 0.85 -0.32
C -1.05148 1.02529 0.32137 -0.33 -0.02 0.01 -0.12
O 0.30638 1.30031 0.62714 0.09 -0.16 -0.42 -0.04
H 1.14563 -2.39992 -2.05446 -0.54 0.85 0.77 0.04
H -0.20608 -0.49364 1.62795 0.36 -0.05 -0.63 0.15
H -1.35745 1.10668 -0.73070 0.15 0.32 0.48 0.12
H -1.75738 1.36785 1.09913 0.30 -0.34 -0.58 0.12
```
Forces are in eV/Å.

---

No. 6
Computed, not measured: a 2-piece molecular cluster, C4H4O2 overall, with wB97M-V/def2-TZVPD.

The calculation puts the frontier orbital gap (alpha / beta) at 0.273 / 0.271 Eh. As for the structure (SMILES): O=C=C=O.C=C.

XYZ file:
```
10
Properties=species:S:1:pos:R:3:forces:R:3:lowdin_charge:R:1
O -3.11416 -1.49290 -0.49751 0.00 0.56 0.17 0.14
C -3.23850 -0.42069 -0.01955 -0.16 -1.21 -0.24 -0.17
C -3.82075 0.77329 0.06214 -0.73 1.65 0.94 -0.13
O -4.15277 1.74177 0.67867 0.55 -1.09 -0.84 0.13
C -0.33056 0.39813 0.22304 3.15 -1.09 3.35 -0.08
C -0.18237 -0.74738 -0.37912 1.11 -1.88 1.09 -0.07
H -0.95690 1.07148 -0.13189 -2.77 3.22 -1.84 -0.02
H 0.17508 0.73859 1.16857 -0.38 -0.78 -1.02 0.08
H 0.42378 -1.59144 0.06529 -0.62 1.12 -0.83 0.08
H -0.77775 -0.92040 -1.23922 -0.14 -0.50 -0.78 0.03
```
Forces are in eV/Å.

---

No. 7
Computed, not measured: C4H4O2 in the gas phase, with wB97M-V/def2-TZVPD.

The calculation puts the frontier orbital gap at 0.368 Eh. As for the structure (SMILES): O=CC=C=CO.

XYZ file:
```
10
Properties=species:S:1:pos:R:3:forces:R:3:lowdin_charge:R:1
O -0.98642 -0.47380 -1.51569 0.32 -0.47 0.12 0.03
C -0.26863 -1.06425 -0.73381 -0.32 0.05 -0.25 -0.28
C 1.15436 -0.64342 -0.48222 -0.03 0.20 0.08 -0.05
C 0.96316 0.25199 0.45892 -0.23 -0.06 -0.05 0.00
C -0.05817 0.83264 1.09645 0.17 -0.09 0.17 -0.20
O -0.91976 1.68390 0.51089 0.04 0.00 -0.09 0.04
H -0.67828 -1.78218 0.00054 -0.07 -0.10 -0.19 0.13
H 2.03618 -0.92733 -1.04552 -0.12 0.17 0.09 0.10
H -0.26474 0.66324 2.14834 0.14 0.17 -0.03 0.13
H -0.97767 1.45921 -0.43791 0.11 0.13 0.15 0.11
```
Forces are in eV/Å.

---

No. 8
Computed, not measured: a 2-piece molecular cluster, C4H4O2 overall, with wB97M-V/def2-TZVPD.

The calculation puts the frontier orbital gap (alpha / beta) at 0.319 / 0.319 Eh.

XYZ file:
```
10
Properties=species:S:1:pos:R:3:forces:R:3:lowdin_charge:R:1
C 2.27450 0.21682 -0.08887 1.41 0.20 -0.48 -0.33
C 1.86172 -1.06876 0.48690 -0.29 -1.66 4.67 -0.09
C 0.98069 -0.27180 -0.45877 -0.29 0.14 -1.00 -0.28
C -0.35209 0.29447 -0.78096 -0.47 0.23 -0.38 0.01
O 3.02492 1.14919 -0.01332 -0.76 -0.34 0.26 0.12
O 1.29400 -1.70336 -0.58888 -0.10 0.19 -0.28 0.01
H 1.65764 -1.78368 2.23954 0.35 1.59 -3.77 0.25
H -0.24468 1.15927 -1.51614 -0.09 -1.38 0.71 0.11
H -0.72465 0.76123 0.14518 -0.41 -0.37 -0.38 0.09
H -1.00410 -0.54581 -1.19064 0.65 1.41 0.66 0.11
```
Forces are in eV/Å.